# C19H32N4O4S

A molecular structure, C19H32N4O4S at a distorted geometry (the ωB97M-V functional and the def2-TZVPD basis, OMol25).

Values from the calculation:
ΔE to the lowest compared entry with this formula, charge and spin in kJ/mol: 1976.2
LUMO energy in eV: 0.33

Structure (ORCA input):
```
! wB97M-V def2-TZVPD RIJCOSX def2/J DEFGRID3
* xyz 0 1
H 5.79562 -2.18962 -0.82777
H 3.96489 -2.54866 -2.17926
C 7.12106 2.21997 -0.04448
C 0.23832 1.11770 0.88654
H 0.62097 0.07037 2.82908
H 2.59738 -1.07136 -2.40083
O -1.58346 -0.46372 -1.18298
C 3.62746 0.71735 -0.62002
H 5.64137 1.18057 1.00318
H -4.36531 2.75603 -0.72927
C 2.63583 -2.33854 -0.50850
C 6.02241 1.11486 0.00530
H 1.95499 -3.19736 -0.85824
H 7.46986 2.44882 -0.81296
S -2.46401 0.46923 -0.39269
C 6.52770 0.00019 -0.55353
C 1.49111 -1.01871 1.54621
C 0.40846 -0.27499 1.70490
C -4.11200 -0.01732 -0.45076
N -2.06928 0.89595 1.05269
O -2.36069 1.86616 -1.35948
H -4.50387 -3.11448 -1.32520
C -5.14791 2.28464 -0.09486
H -0.86006 2.69646 0.49502
H 6.81795 -0.02070 -1.66283
H 3.25897 -2.83462 0.28888
C -4.47471 -1.24047 -0.61897
H -0.89827 -1.86854 2.42960
C -1.00577 1.98630 1.29105
H -2.82318 -2.35738 -0.99798
H 1.22708 1.74086 1.24208
C 3.34151 -1.47600 -1.67002
C -5.11272 0.72551 -0.51160
H -5.17369 2.72027 1.07528
H -2.20695 0.10520 3.04380
H -0.95268 2.18839 2.25414
H 7.38603 -0.43910 0.11108
H 5.23101 -1.34464 0.57708
N -5.76924 -1.05319 -0.56616
C 5.41031 -1.16378 -0.38924
H -6.01314 2.67808 -0.52530
H -2.91121 -0.67840 1.65876
H 0.74968 -1.10280 -0.70250
C 4.80043 1.71601 -0.76099
C -0.94088 -1.12167 1.87682
H -3.79142 -2.95294 0.24696
H -0.96977 -1.52836 0.89635
H 6.84973 3.44450 0.37680
H 0.37738 0.59832 -0.18815
H 4.36790 2.46837 -0.36082
C -2.07371 -0.37627 1.98766
O 2.52978 -1.26004 2.18889
H 5.00852 1.78329 -1.78886
O -6.19544 0.13381 -0.40662
N 1.46941 -1.49722 0.29213
N 4.19677 -0.67478 -1.15990
H 2.73497 0.96504 -1.06581
H 8.04310 1.97694 0.36318
H 3.51048 0.38607 0.49440
C -3.86416 -2.51804 -0.69795
*
```

# C18H35As3ClMoN2O2

A molecular structure, C18H35As3ClMoN2O2 at a distorted geometry (the ωB97M-V functional and the def2-TZVPD basis, OMol25).

Values from the calculation:
LUMO energy (spin up / spin down) in eV: -10.41 / -11.31

Structure (ORCA input):
```
! wB97M-V def2-TZVPD RIJCOSX def2/J DEFGRID3
* xyz 3 3
C -1.18140 5.22796 2.16410
H -2.39609 5.94985 4.24319
C 0.04650 5.14737 -0.07857
H 1.30846 2.39704 -1.58090
As 3.68533 -3.18172 5.31280
H -4.00014 6.01059 3.47232
C 2.74833 -1.47216 2.83430
H 3.57372 1.17681 -1.75689
H -0.24258 0.97370 5.04523
H 4.35541 -1.01386 4.22284
C 1.91651 -3.21039 6.13332
H -1.41455 1.71548 3.95184
O -3.46915 4.15899 4.26038
As 2.50921 -0.22290 0.05550
C -0.56852 3.12322 1.01540
N 0.14347 2.37396 0.14178
As 0.09402 0.03550 2.74817
H 4.04886 -5.66583 5.46362
H 0.27396 2.27833 3.96174
H -2.19944 -0.93205 2.99310
H 3.86884 0.25382 2.11151
Mo 0.09328 0.30867 0.25369
H 0.05236 6.22920 -0.13219
H 2.73974 -3.35798 1.75363
H 4.33978 -1.26287 1.36510
H 2.29288 0.36911 3.88768
C 0.75463 3.01385 -0.88442
C 3.94792 -4.97796 4.62367
C 1.78146 -0.55453 3.60386
H 1.16807 -3.46770 5.38361
C 2.73251 -1.75636 -1.11444
Cl -1.09797 -0.98114 -0.93898
C 2.03060 -2.69843 2.25730
H 4.85355 -5.03074 4.02271
H 4.68266 -2.40517 3.20727
H -1.10132 2.60007 1.79774
H -4.10295 4.31641 4.96902
H 4.79221 0.61848 -0.60360
C 3.47994 -0.69016 1.72206
C -0.61939 4.49707 0.95814
H 2.52911 -1.42724 -2.13323
H -1.15072 -1.57712 4.25911
H 1.53194 -3.26628 3.04434
H 1.68055 -2.26514 6.61724
H 3.07442 -5.26001 4.03322
H -3.06372 4.52324 1.75150
N -2.49464 5.04665 2.39868
H 3.74651 1.99082 -0.18493
C 3.89982 -1.90380 3.78153
H 1.26971 -2.39751 1.53384
O -0.39536 5.83452 2.85443
H -1.07594 -2.24043 2.60426
C -0.37362 1.40735 4.05458
H 1.20544 4.84478 -1.87377
C 3.78954 1.03223 -0.69899
C -3.12225 5.38886 3.65499
H 2.05071 -2.56757 -0.87038
H 3.76126 -2.11070 -1.06113
H 1.93417 -3.98849 6.89752
C -1.20904 -1.33837 3.19797
C 0.70396 4.38141 -1.03563
H 1.46682 -1.03997 4.52974
*
```

# C2H3Cl2N

A single C2H3Cl2N molecule at a distorted geometry (the ωB97M-V functional and the def2-TZVPD basis, OMol25).

Values from the calculation:
ΔE to the lowest compared entry with this formula, charge and spin in kJ/mol: 194.6
LUMO energy in eV: 0.02
SMILES string: Cl[C@@H]1CN1Cl

Structure (ORCA input):
```
! wB97M-V def2-TZVPD RIJCOSX def2/J DEFGRID3
* xyz 0 1
H 0.21127 0.45559 1.59392
C -0.01038 -0.73915 -0.43939
Cl -2.16069 0.91423 0.10260
Cl 2.06796 0.90749 -0.00781
N -0.47357 0.62924 -0.51299
H 0.73237 -0.96258 -1.26023
H -0.80694 -1.46729 0.02278
C 0.43998 0.26248 0.50113
*
```

# C13H25Cl3CoNO4P2

A molecular structure, C13H25Cl3CoNO4P2 at a distorted geometry (the ωB97M-V functional and the def2-TZVPD basis, OMol25).

Values from the calculation:
ΔE to the lowest compared entry with this formula, charge and spin in kJ/mol: 0.0
LUMO energy (spin up / spin down) in eV: 0.20 / -1.13

Structure (ORCA input):
```
! wB97M-V def2-TZVPD RIJCOSX def2/J DEFGRID3
* xyz 0 5
H -3.65829 -1.88980 0.69054
H -2.23969 -2.44903 -0.25469
C -0.96448 1.12424 -3.90412
H -1.34492 0.58333 0.91375
H 2.55619 2.82667 2.16397
H 1.59721 1.45354 2.80569
H -2.01766 -1.85434 1.42662
C 1.68738 2.18483 1.99758
C 1.86271 2.43430 -0.99050
C -1.13940 0.83230 -2.51733
H 1.78711 -3.47732 0.41370
H -3.55211 1.18962 1.49585
H 1.18852 -0.41470 0.51306
H 1.10986 -2.00519 0.48121
H 0.14273 2.26439 -5.35226
Cl -1.21978 0.41539 3.61552
H 4.24545 1.24438 0.82054
H 0.31994 -4.19433 -3.69844
C 0.51347 -1.62543 3.45695
C 3.48316 0.53476 0.47507
C 0.93075 2.50284 -3.35431
O 0.09439 -2.80298 3.02618
O -0.32496 -4.90537 -3.88757
H 0.70569 -2.91443 2.14643
H 0.78209 2.79504 1.98525
H -4.67979 0.35778 0.37736
P 1.83055 1.27243 0.46717
O 1.56970 -2.75695 1.00729
N -0.11596 1.22233 -1.68674
C -3.73922 0.92650 0.44627
C 0.04684 1.99197 -4.30453
H 1.68142 3.45635 -0.61825
H 3.74100 0.19079 -0.53423
Cl -1.34429 -1.87377 5.45361
C -2.14014 0.02477 -1.90784
C 0.87667 2.03750 -2.04725
Co -0.08304 0.34969 -0.00799
H 2.86353 2.42746 -1.43647
C -2.59009 -1.73309 0.49616
C -0.27363 -0.83640 4.54336
H -1.09609 -4.63841 -3.38210
P -2.34665 -0.07006 -0.13625
H -2.78994 -0.56269 -2.57210
H 1.71172 3.19702 -3.62614
O 1.47831 -1.01147 3.01281
H 3.43722 -0.32546 1.15556
Cl 0.87056 -0.00698 5.59450
H -3.82144 1.84732 -0.14264
H -1.63263 0.66066 -4.62026
*
```

# C7H22ClI2N2P2RhS

A molecular structure, C7H22ClI2N2P2RhS at a distorted geometry (the ωB97M-V functional and the def2-TZVPD basis, OMol25).

Values from the calculation:
ΔE to the lowest compared entry with this formula, charge and spin in kJ/mol: 34.5
LUMO energy (spin up / spin down) in eV: -7.37 / -10.03

Structure (ORCA input):
```
! wB97M-V def2-TZVPD RIJCOSX def2/J DEFGRID3
* xyz 2 5
H 2.54152 -0.80121 1.14722
H -4.07164 1.22718 -2.07620
H -2.53461 -1.74071 -2.79856
H 2.84786 -2.34341 -1.14379
S -0.00087 0.26410 2.00576
H -2.84841 2.31784 -1.34269
P 2.27395 -0.00144 -1.12060
N -0.00066 1.15661 4.47698
C 2.99230 1.43890 -1.96041
C -2.99933 -1.51961 -1.83165
H 2.84137 2.33504 -1.34823
C 3.00558 -1.50237 -1.82776
H -2.54061 0.95871 1.08193
H 2.53896 0.97707 1.08060
H -2.53438 1.56889 -2.93629
I -0.01111 2.48665 -0.33729
H -2.53879 -0.81963 1.14647
H 0.00088 -1.26062 5.24115
Cl 0.00275 -0.12105 -3.54520
N 0.00016 -1.13516 4.23637
H 3.99532 0.06876 0.54253
Rh 0.00039 -0.08028 -1.30819
H -0.00097 1.08893 5.47897
H -0.00076 2.06778 4.03024
H -2.84158 -2.36109 -1.14822
P -2.27369 -0.01766 -1.12058
I 0.01144 -2.42944 0.06764
C 2.89759 0.06824 0.58098
C -2.89714 0.04948 0.58131
H 2.54384 -1.72562 -2.79559
H -4.07192 -1.33572 -1.96346
H -3.99484 0.04787 0.54315
H 0.00107 -1.94329 3.62326
H 4.07803 -1.31600 -1.95659
C -2.99942 1.42210 -1.95551
H 4.06453 1.24611 -2.08488
H 2.52361 1.58319 -2.93986
C -0.00045 0.08087 3.67700
*
```